A cluster of 8 separate species, C40H56N11O2Si in total, computed with ωB97M-V/def2-TZVPD.

gap between HOMO and LUMO	4.3	eV
lowest unoccupied orbital energy	-4.9	eV
net charge	+1
E_HOMO	-9.19	eV
multiplicity	1

CARTESIAN COORDINATES (ANGSTROEM)
C -7.05552 3.53469 -6.44079
C -6.72719 2.25478 -5.64267
N -6.44601 2.45858 -4.20675
C -5.33829 3.23239 -3.92494
C -4.23035 3.40149 -4.81286
C -3.15354 4.18410 -4.47359
C -3.21626 4.76096 -3.17513
O -2.21743 5.56926 -2.69682
C -1.03818 5.00702 -2.93260
N 0.02421 4.57185 -2.93701
N -4.26634 4.51022 -2.42858
C -4.26393 5.09551 -1.05450
C -3.22839 4.43941 -0.13193
O -3.77960 3.36235 0.58448
Si -2.63463 2.10717 0.79027
C -3.22470 0.82394 2.05170
C -2.50604 1.20115 -0.87761
C -0.94283 2.71182 1.37611
N -5.32522 3.80447 -2.72683
H -7.59675 3.23586 -7.33881
H -6.12553 3.97685 -6.81373
H -7.60256 4.28105 -5.86734
H -5.91422 1.69706 -6.10885
H -7.58893 1.58870 -5.70516
H -7.24162 2.94162 -3.79940
H -4.23956 2.90373 -5.77069
H -2.31625 4.35667 -5.13384
H -4.03941 6.16094 -1.12427
H -5.26281 5.00608 -0.63543
H -2.87483 5.21847 0.55430
H -2.34478 4.12194 -0.70745
H -3.78290 1.35453 2.82716
H -2.31065 0.39798 2.47717
H -3.79798 0.01948 1.59166
H -1.64366 1.54135 -1.46543
H -2.38607 0.12891 -0.70682
H -3.39676 1.34958 -1.49840
H -0.78581 2.54473 2.44073
H -0.19455 2.14987 0.80573
H -0.76997 3.76559 1.13952
N -0.19469 -2.38347 -2.61909
C 0.66618 -2.95376 -1.72304
C 1.61066 -2.01729 -1.39029
C 1.30329 -0.83329 -2.11319
C 0.18349 -1.09158 -2.85979
H -0.98295 -2.84352 -3.03646
H 0.53488 -3.97098 -1.39932
H 2.43135 -2.16369 -0.70639
H 1.84321 0.09942 -2.08849
H -0.37294 -0.46976 -3.53999
N -5.56276 -1.75115 3.74109
C -6.57266 -0.87667 3.44219
C -7.68404 -1.61091 3.12363
C -7.33268 -2.98199 3.23850
C -6.01960 -3.03616 3.62292
H -4.63171 -1.49071 4.00620
H -6.41352 0.18752 3.48192
H -8.64322 -1.21010 2.84154
H -7.97137 -3.83079 3.06108
H -5.37370 -3.87415 3.82181
N 3.29937 -2.22453 2.14469
C 4.16365 -2.79402 3.04249
C 5.10630 -1.85660 3.37054
C 4.79669 -0.67510 2.64732
C 3.67654 -0.93134 1.90159
H 2.51109 -2.68469 1.72947
H 4.03418 -3.81223 3.36722
H 5.92655 -2.00011 4.05422
H 5.33641 0.25644 2.67312
H 3.11824 -0.30931 1.22194
N 0.19459 -6.81883 -1.42006
C 0.07784 -8.12244 -1.82074
C -0.37426 -8.85002 -0.75278
C -0.54085 -7.95111 0.33407
C -0.18412 -6.70559 -0.10798
H 0.51055 -6.06520 -1.99945
H 0.32642 -8.41769 -2.82560
H -0.56513 -9.90979 -0.75023
H -0.88338 -8.19221 1.32630
H -0.16632 -5.75325 0.39525
N 3.39044 -1.91275 -4.44352
C 3.19917 -0.93887 -5.38361
C 4.09372 -1.15155 -6.40035
C 4.85167 -2.30261 -6.06092
C 4.39252 -2.74980 -4.84952
H 2.87220 -1.99827 -3.58580
H 2.44661 -0.18065 -5.24804
H 4.19330 -0.54960 -7.28825
H 5.64248 -2.75060 -6.63883
H 4.69276 -3.58789 -4.24396
N 6.92294 2.88873 2.70324
C 7.78346 2.31681 3.60183
C 8.72610 3.25265 3.93363
C 8.42063 4.43661 3.21107
C 7.30246 4.18193 2.46299
H 6.13566 2.43141 2.28529
H 7.65137 1.29779 3.92525
H 9.54367 3.10565 4.61905
H 8.96026 5.36833 3.23814
H 6.74726 4.80536 1.78323
N 4.39613 -1.06899 6.88822
C 4.65093 -1.75185 8.04642
C 5.81569 -1.26145 8.57560
C 6.27969 -0.24049 7.70386
C 5.38055 -0.14441 6.67507
H 3.60978 -1.22282 6.28561
H 3.98570 -2.52463 8.39190
H 6.28331 -1.59713 9.48593
H 7.17026 0.35449 7.81901
H 5.35719 0.49864 5.81146

Atomic partial charges in e from the Mulliken method, atoms 1 to 99: C -0.9185; C -0.7611; N -0.2552; C 0.2170; C -0.2022; C -0.8734; C 0.7775; O -0.3570; C 0.4242; N -0.3657; N 1.2507; C -1.1472; C 0.1577; O -0.5283; Si 0.7808; C -1.2863; C -1.0729; C -1.0705; N -1.1908; H 0.3746; H 0.3029; H 0.2952; H 0.3907; H 0.4063; H 0.3421; H 0.4420; H 0.5295; H 0.4447; H 0.4517; H 0.3055; H 0.0578; H 0.2883; H 0.3767; H 0.3906; H 0.2510; H 0.4296; H 0.2992; H 0.3997; H 0.2773; H 0.3495; N 0.0599; C -0.4632; C -0.5228; C -0.7137; C -0.4873; H 0.2048; H 0.2026; H 0.6964; H 0.5147; H 0.5206; N 0.0358; C -0.4087; C -0.4578; C -0.3803; C -0.5183; H 0.2045; H 0.3663; H 0.3997; H 0.3945; H 0.3756; N 0.1104; C -0.6842; C -0.7095; C 0.4076; C -0.7876; H 0.2026; H 0.4164; H 0.4638; H 0.1659; H 0.4477; N 0.0879; C -0.5540; C -0.3559; C -0.5682; C -0.2109; H 0.1416; H 0.3712; H 0.3932; H 0.3805; H 0.3062; N 0.0953; C -0.1583; C -0.6355; C -0.4970; C -0.5517; H 0.2578; H 0.3313; H 0.3868; H 0.3921; H 0.3536; N 0.0733; C -0.2200; C -0.6479; C -0.3345; C -0.5767; H 0.1485; H 0.4142; H 0.3879; H 0.3884